Arrangement 1

This record from the Open Molecules 2025 dataset describes a 2-piece molecular cluster, H4OS2 overall. The level of theory is ωB97M-V/def2-TZVPD.

Computed properties:
Gap between HOMO and LUMO: 9.90 eV
HOMO: -9.5554 eV
Total charge: 0

Geometry (Å):
1 O 1.34848 -1.12030 -1.41273
2 H 1.69080 -0.31882 -0.95589
3 H 2.13534 -1.50557 -1.86068
4 S -0.51828 1.34846 1.49943
5 S -2.44243 0.76156 1.28416
6 H 0.08619 0.14136 1.50229
7 H -2.30011 0.69331 -0.05658

=====

Arrangement 2

This record from the Open Molecules 2025 dataset describes a 2-piece molecular cluster, H4OS2 overall. The level of theory is ωB97M-V/def2-TZVPD.

Computed properties:
Gap between HOMO and LUMO: 9.88 eV
HOMO: -9.4605 eV
Total charge: 0

Geometry (Å):
1 S 3.59613 -1.96641 2.06416
2 S 2.06089 -3.20613 2.28620
3 H 3.69307 -1.77172 0.72933
4 H 0.91536 -2.50175 2.15314
5 H -3.66622 2.86812 -3.02999
6 H -2.89847 3.08179 -1.90594
7 O -3.70075 3.49611 -2.29690

=====

Arrangement 3

This record from the Open Molecules 2025 dataset describes a 3-piece molecular cluster, H4OS2 overall. The level of theory is ωB97M-V/def2-TZVPD.

Computed properties:
Gap between HOMO and LUMO: 3.84 eV
HOMO: -9.3711 eV
Total charge: 0

Geometry (Å):
1 S -0.33036 -2.01074 -0.45049
2 S 0.14636 2.35002 -0.56507
3 H 0.47306 -2.62879 -1.36348
4 H 0.11012 2.09176 -1.86932
5 H -0.01873 -1.07157 1.13021
6 H 0.28049 0.30197 1.75326
7 O 0.23858 -0.63391 1.98511

=====

Arrangement 4

This record from the Open Molecules 2025 dataset describes a 2-piece molecular cluster, H4OS2 overall. The level of theory is ωB97M-V/def2-TZVPD.

Computed properties:
Gap between HOMO and LUMO: 9.16 eV
HOMO: -9.0991 eV
Total charge: 0

Geometry (Å):
1 S -0.30258 -1.07804 0.51144
2 S -2.19557 -1.79957 0.96016
3 H 0.05438 -1.41446 1.77135
4 H -2.69100 -0.71629 0.41836
5 H 2.28056 1.61046 -1.72798
6 H 1.15563 1.34336 -0.79775
7 O 1.69859 2.05454 -1.13559

=====

Most stable = arrangement 1

=====

Arrangement 1

This record from the Open Molecules 2025 dataset describes a 2-piece molecular cluster, H4OS2 overall. The level of theory is ωB97M-V/def2-TZVPD.

Computed properties:
Gap between HOMO and LUMO: 10.02 eV
HOMO: -9.7214 eV
Total charge: 0

Geometry (Å):
1 O 4.04871 3.50939 -3.19617
2 H 4.50014 2.63506 -3.19560
3 H 4.53261 4.03883 -2.52253
4 S 0.00000 0.00000 0.00000
5 S 0.92664 -0.16231 -1.83780
6 H -0.84356 1.00271 -0.32477
7 H 1.98567 0.65898 -1.67514

=====

Arrangement 2

This record from the Open Molecules 2025 dataset describes a 2-piece molecular cluster, H4OS2 overall. The level of theory is ωB97M-V/def2-TZVPD.

Computed properties:
Gap between HOMO and LUMO: 9.70 eV
HOMO: -9.4971 eV
Total charge: 0

Geometry (Å):
1 O 3.20677 2.92008 -0.81151
2 H 3.75554 2.81507 -0.00151
3 H 2.66210 2.10148 -0.84994
4 S -2.35028 -2.02578 1.49653
5 S -1.95322 -1.37695 -0.43725
6 H -2.11207 -3.35333 1.43857
7 H -3.20883 -1.08057 -0.83489

=====

Most stable = arrangement 1